# 1
ORCA calculation (the ωB97M-V functional and the def2-TZVPD basis) on a 4-piece molecular cluster, C2H11NO3 overall in a non-equilibrium geometry.

Geometry as XYZ:
```
17
Properties=species:S:1:pos:R:3:forces:R:3:mulliken_charge:R:1
H -0.355882 -1.935639 2.772231 -0.2594 -0.2744 0.1124 0.20
O 0.306174 0.167474 -1.811552 1.5432 -0.2324 -0.5134 -0.63
H -2.334706 -3.615546 0.105840 0.1106 0.0557 0.6446 0.26
N -1.143452 -2.193502 2.200641 0.3027 1.1901 -0.5650 -0.46
C -1.596920 -2.839904 -0.060968 -0.3244 0.3011 -1.2995 -0.89
H 1.515939 0.823779 1.292874 -0.1505 0.0900 -0.0895 0.31
C -0.993329 -2.052953 0.824197 -0.0858 -1.5168 0.4167 0.40
H -1.735147 -2.942695 2.489542 0.0567 -0.2952 0.3478 0.19
H 0.070060 0.077057 -0.891554 -0.9788 0.2427 -0.2051 0.30
H -0.239200 -1.372302 0.465321 0.0740 0.2920 0.2586 0.06
H 1.274198 4.326179 -1.428430 -0.1881 0.0189 -0.1556 0.31
H -1.432410 -2.680737 -1.121996 0.1634 0.1844 0.1421 0.24
H 1.478508 1.590332 -0.063646 -0.0788 -0.2182 0.0202 0.31
H 2.141698 5.532899 -1.292451 -0.0955 0.2071 -0.1507 0.32
H -0.333574 0.534747 -2.419647 -0.6409 0.0564 0.6752 0.32
O 1.338448 5.236899 -1.738767 0.2956 -0.2233 0.3087 -0.64
O 2.039595 1.343913 0.678366 0.2557 0.1221 0.0524 -0.62
```
Forces are in eV/Å.

Computed properties:
- HOMO-LUMO gap (eV) = 8.8211
- HOMO (eV) = -8.526
- electronic energy (eV) = -9883.871
- SMILES string = C=CN.O.O.O
- energy relative to the best compared isomer or geometry (same formula, charge and spin) (kcal/mol) = 30.6
- LUMO (eV) = 0.29
- charge = 0



# 2
ORCA calculation (the ωB97M-V functional and the def2-TZVPD basis) on a 2-piece molecular cluster, C2HCl2O3 overall in a non-equilibrium geometry.

Geometry as XYZ:
```
8
Properties=species:S:1:pos:R:3:forces:R:3:mulliken_charge:R:1
C -1.161734 -0.881359 -0.509337 -0.1963 -0.1693 -0.8144 -0.18
Cl 0.157833 -2.012999 0.326374 0.3175 0.2956 -0.2145 -0.36
O -0.530288 -0.007286 -1.382200 -1.7806 -1.0284 -0.1357 -0.31
O -4.651504 -0.421355 -0.648225 0.1703 -2.7699 -0.8639 -0.33
H 0.293351 0.382787 -1.159621 1.4742 0.4770 1.0894 0.25
O -4.401907 1.767309 -0.310591 0.8758 7.0249 0.8043 -0.32
C -4.388418 0.680795 -0.526191 -1.0559 -4.2868 0.0784 0.62
Cl -1.774350 0.118426 1.076661 0.1949 0.4569 0.0565 -0.38
```
Forces are in eV/Å.

Computed properties:
- HOMO-LUMO gap (eV) = 6.6253
- HOMO (eV) = -3.159
- electronic energy (eV) = -33277.980
- energy relative to the best compared isomer or geometry (same formula, charge and spin) (kcal/mol) = 54.1
- LUMO (eV) = 3.47
- charge = -1



# 3
ORCA calculation (the ωB97M-V functional and the def2-TZVPD basis) on C20H27N5O3Os as an isolated structure in a non-equilibrium geometry.

Geometry as XYZ:
```
56
Properties=species:S:1:pos:R:3:forces:R:3:lowdin_spin:R:1
C -1.379341 0.855539 2.376867 -1.1517 0.2981 -0.9603 0.03
H -1.773289 -0.374477 -2.424127 0.1044 -0.1935 -0.0240 0.01
H 0.619689 6.457833 0.069938 -0.0310 0.0435 -0.1412 0.00
O 2.180887 0.816046 0.321688 -2.1117 -2.2969 -3.0739 0.07
C 0.462885 -2.296244 -0.997689 -0.9727 -5.9853 3.3238 0.07
C 4.806696 -2.813625 -2.105225 -1.0146 1.0244 0.2714 0.01
H 0.855374 2.450138 1.552174 0.0377 -0.2065 0.0282 0.04
H -0.878874 -2.479905 -3.446589 -0.0604 0.1082 -0.1935 0.00
H 0.677424 6.579860 -1.704738 -0.0075 0.0029 0.1158 0.00
H -6.004676 -2.097945 -0.731713 0.0970 -0.1685 -0.0742 0.00
H -1.872227 1.255518 5.255671 0.0854 0.0589 0.1878 0.00
H 5.406033 -4.762115 -2.640113 0.0333 0.2828 0.2430 0.00
C -0.044184 0.794550 -2.966347 -0.8634 1.0091 -0.0390 0.05
C 5.849182 -3.817294 -2.292372 0.2145 -0.2213 -0.3802 0.00
H -1.232136 -2.338434 2.377504 -0.0303 0.1981 0.3489 0.03
N -0.530779 1.766284 2.988842 1.1840 0.4989 -0.8884 0.49
O 0.053318 -3.233164 -0.435042 1.4020 4.0069 -2.2093 0.07
H -0.771438 5.929962 -0.920068 0.2619 -0.1443 0.0102 0.00
N 3.976959 -2.012968 -1.940970 0.5365 -1.0355 -0.3845 0.09
C 1.239807 0.771891 -3.535784 0.9102 1.4757 -0.8004 0.03
H 6.559000 -3.499085 -3.069555 -0.2266 0.0982 0.2591 0.00
C -1.170260 -0.571949 4.415957 0.2321 0.5129 1.1596 0.08
C -0.921049 0.732598 5.120945 -0.1729 0.1798 0.3745 0.01
H -0.420867 1.693353 -2.482360 0.2293 -0.0714 -0.0532 0.01
H 1.368300 -2.478939 -4.487163 -0.0553 -0.0651 -0.1291 0.00
H 2.707531 -0.431541 -4.570546 0.0677 0.1267 0.0586 0.00
H -0.305040 -1.239528 4.518632 0.0971 -0.2324 -0.3173 0.04
C -1.956845 -1.508847 2.335203 -0.3920 -0.2250 -1.3574 0.07
H -0.481953 0.552843 6.102456 -0.1222 0.0120 0.0191 0.00
C 0.962029 4.671402 -0.926227 1.0476 -0.9872 0.1837 0.00
H 1.024488 1.135197 4.254369 0.0557 0.1327 -0.3248 0.04
C -3.933101 -2.220241 -0.819178 0.8074 0.5822 0.3205 0.00
H -5.327474 -3.711355 -0.354992 0.0142 0.1555 -0.1361 0.00
O -1.989523 1.103469 1.331053 1.1739 -0.5662 1.5762 0.39
H -5.377166 -3.135203 -2.042653 0.0302 0.0530 0.1696 0.00
Os 1.079801 -0.820664 -2.037003 0.0006 -0.2605 2.6758 1.28
N 1.598996 3.698479 -0.908005 -1.3251 0.6788 -0.0616 0.00
H -0.763642 3.150804 1.456005 0.1334 -0.0776 0.0618 0.02
H 0.133943 2.586537 4.723269 0.1796 0.0013 0.0614 0.02
C 0.005027 2.802604 2.155224 -0.3673 1.2152 0.0703 0.08
H -2.001888 -1.120256 4.874675 -0.0601 -0.1391 -0.1290 0.03
C 0.322053 5.976538 -0.865246 -0.1741 0.2777 -0.1301 0.00
H -2.129165 -1.244219 1.290471 -0.1294 -0.1746 0.1069 0.00
H 6.403933 -3.985915 -1.364124 -0.1902 0.0689 -0.1055 0.00
H 1.873430 1.648911 -3.452945 -0.0755 0.0406 -0.1975 0.00
C -0.321698 -1.551952 -3.534796 -1.3617 -0.7992 -0.6036 0.05
N -1.474365 -0.366643 3.039017 -0.4319 -1.2662 -0.0607 0.49
C -0.817068 -0.376396 -2.944360 -1.7425 0.4996 -0.9717 0.05
C 0.017540 1.583588 4.303987 -0.4130 0.0543 0.7814 0.08
H -2.898319 -1.875769 2.772597 0.1394 0.1032 0.1497 0.03
H 0.358656 3.619638 2.794217 -0.0253 -0.1754 -0.1888 0.01
C -5.235261 -2.830804 -1.000676 -0.2960 -0.1475 -0.0676 0.00
C 1.732186 0.194625 -0.555920 3.7731 2.9355 4.1036 0.08
C 1.711801 -0.388448 -4.146382 1.1728 0.4339 -1.2295 0.06
C 0.947848 -1.555314 -4.113558 0.4188 -1.2430 -0.9676 0.04
N -2.923168 -1.688987 -0.614296 -0.6356 -0.4873 -0.4608 0.00
```
Forces are in eV/Å.

Computed properties:
- 2S+1 = 5
- HOMO-LUMO gap (spin up / spin down) (eV) = 8.7163 / 4.2968
- HOMO (spin up / spin down) (eV) = -20.512 / -21.067
- electronic energy (eV) = -37191.115
- energy relative to the best compared isomer or geometry (same formula, charge and spin) (kcal/mol) = 15.0
- LUMO (spin up / spin down) (eV) = -11.80 / -16.77
- charge = +4



# 4
ORCA calculation (the ωB97M-V functional and the def2-TZVPD basis) on a 2-piece molecular cluster, C7H15IN2O4 overall.

Geometry as XYZ:
```
29
Properties=species:S:1:pos:R:3:forces:R:3:mulliken_charge:R:1
C -1.925118 -2.198501 1.284095 0.0869 0.2852 0.1238 -0.69
O 3.021830 -0.873674 -0.453128 -0.4846 0.0748 -0.0077 -0.79
C 0.214055 0.434224 0.063627 -0.0963 -0.1982 0.3391 -0.37
H -1.660306 -1.375582 -2.028567 0.0322 -0.0672 -0.0070 0.38
C 1.093637 1.649207 -0.159212 0.4067 -0.4498 -0.1053 -0.62
C -0.530523 3.283506 -0.365260 -0.0390 -0.3405 0.0067 -0.57
H 0.048126 -2.770306 0.999653 0.0750 0.1680 -0.0578 0.31
O 5.249636 -1.084729 -0.230444 -0.0247 -0.0032 -0.0118 -0.87
H -3.136251 -1.813015 -0.431521 -0.0624 0.0603 0.0475 0.40
H -2.451744 -1.748863 2.132133 -0.0958 -0.0821 -0.0079 0.30
H -1.454302 2.700857 -0.374238 -0.0140 -0.0060 -0.0112 0.25
C -1.181292 -1.218510 -1.057696 -0.0465 0.0894 -0.2080 -0.69
H -2.580815 -0.342713 0.315717 0.1472 0.0638 0.0205 0.33
H 0.940085 -0.360501 0.297885 0.1545 0.0573 -0.0861 0.42
H -2.357836 -3.196501 1.168271 0.0771 -0.0318 -0.0951 0.34
H -0.126873 -1.488420 2.000726 0.0947 0.0497 -0.1922 0.31
H -0.276955 3.602134 0.650161 -0.0059 0.0749 -0.0149 0.41
C -2.258126 -1.345582 0.028307 -0.0912 -0.2667 -0.1072 -0.56
C 4.202135 -0.340551 -0.233366 0.1635 -0.0459 0.0647 0.55
H -0.456435 0.545919 0.929621 -0.1351 0.1584 -0.1007 0.29
H 1.361394 2.087018 0.807335 0.1507 0.0711 -0.0660 0.36
N -0.589483 0.117009 -1.117736 0.0750 -0.1162 0.0558 -0.34
H -0.419905 -2.005185 -0.954671 0.0217 0.0350 0.1014 0.36
N -0.545642 -2.357475 1.705327 -0.1804 -0.2737 0.2620 -0.68
H 2.017289 1.281401 -0.628344 0.1372 0.2914 0.0363 0.13
O 4.284919 0.936821 -0.017337 -0.2291 0.0423 -0.0394 -0.83
H 0.062436 0.121211 -1.897626 -0.0227 0.0615 -0.0157 0.26
O 0.506129 2.669685 -1.004370 -0.0580 0.1501 0.1179 -0.29
I -1.050068 5.091115 -1.429342 -0.0368 0.1483 -0.0414 -0.13
```
Forces are in eV/Å.

Computed properties:
- HOMO-LUMO gap (eV) = 2.0977
- HOMO (eV) = 1.747
- electronic energy (eV) = -26770.720
- LUMO (eV) = 3.84
- charge = -2